No. 1
ORCA calculation (wB97M-V/def2-TZVPD) on a single C4H8N2O2 molecule at a distorted geometry.

The geometry in XYZ format:
```
16
Properties=species:S:1:pos:R:3:forces:R:3
N -0.91271 -1.99181 1.19358 -0.304 -0.467 0.389
C -0.79253 -0.75598 0.69587 1.514 0.327 -1.221
C -2.04005 0.10810 0.90790 -0.714 -0.470 0.512
O -3.10409 -0.32695 1.35785 2.540 1.102 -1.127
N 0.28951 -0.41234 0.05853 -1.917 -0.234 0.726
C 0.38446 0.90254 -0.50821 -0.432 2.058 -0.651
C 1.82288 1.13798 -0.92172 0.947 -1.644 2.528
O 2.30326 0.00485 -1.58067 -0.764 -1.836 -1.510
H -0.35058 -2.75220 0.84632 0.080 0.236 0.001
H -1.86419 -2.17143 1.41367 -0.673 -0.727 0.435
H -1.80359 1.15080 0.58699 -1.017 -0.322 0.355
H -0.18714 1.02725 -1.44604 -0.353 -0.309 0.374
H 0.06679 1.70680 0.20198 0.307 -0.402 -0.571
H 2.15536 2.03992 -1.40347 -0.632 0.404 -0.613
H 2.36375 1.10175 0.03086 0.161 0.595 0.314
H 1.66886 -0.76927 -1.43345 1.255 1.689 0.058
```
Positions in Å, forces in eV/Å.

The HOMO energy is -0.3456 Ha. The largest force on an atom comes out at 3.2 eV Å⁻¹. The SMILES is N/C(C=O)=N/CCO. The value obtained for the HOMO-LUMO gap is 8.7 eV. The calculation puts the LUMO energy at -0.7 eV.

***

No. 2
ORCA calculation (wB97M-V/def2-TZVPD) on a gas-phase ion, C6H16NSi (charge +1) at a distorted geometry.

The geometry in XYZ format:
```
24
Properties=species:S:1:pos:R:3:forces:R:3
C 0.24541 -0.17530 0.92050 -0.334 -0.193 0.191
C -0.83117 -0.57789 -0.10725 -1.035 2.843 1.751
C 1.50355 -1.04157 0.91456 0.699 -0.895 -0.495
C -2.23068 0.80139 -1.39674 -3.645 2.134 -0.313
C -3.00911 0.27774 0.89509 -1.272 -0.506 -1.392
C 4.04883 0.54415 -0.41304 -2.617 -0.809 -1.366
N -1.91488 0.51255 -0.03866 3.600 -1.469 -0.092
Si 2.60048 -0.64754 -0.54223 -0.717 0.444 0.864
H 0.44904 0.87393 0.90814 0.170 0.853 -0.680
H -0.10789 -0.27573 1.93784 -0.559 -0.282 0.250
H -0.48103 -0.46658 -1.12956 0.263 -0.702 0.011
H -1.28521 -1.52055 0.14437 0.124 -0.821 -0.276
H 2.10847 -0.94431 1.80371 0.233 0.504 0.389
H -2.78960 0.03663 -2.02113 0.874 0.158 0.712
H -3.02653 1.52816 -1.12479 -0.014 0.181 -1.451
H -1.52432 1.37766 -2.04384 0.007 -0.747 0.937
H -3.63363 1.20215 1.18803 1.095 -1.373 -0.871
H -3.63074 -0.53894 0.40889 -0.183 0.956 0.800
H -2.63645 -0.15938 1.79989 0.399 -0.041 0.567
H 4.76632 0.30640 0.27935 1.844 -1.164 1.710
H 4.42108 0.44793 -1.41476 0.640 0.796 -0.508
H 3.74278 1.53250 -0.08428 -0.430 0.354 -0.548
H 1.10738 -2.05160 1.02032 0.402 -0.394 -0.642
H 2.10790 -1.04177 -1.90440 0.457 0.176 0.452
```
Positions in Å, forces in eV/Å.

The HOMO energy is -0.4191 Ha. The largest force on an atom comes out at 4.2 eV Å⁻¹. The value obtained for the HOMO-LUMO gap is 5.3 eV. The calculation puts the LUMO energy at -6.1 eV. The charge is +1.

***

No. 3
ORCA calculation (wB97M-V/def2-TZVPD) on a molecular structure, CH5O2Yb at a distorted geometry.

The geometry in XYZ format:
```
9
Properties=species:S:1:pos:R:3:forces:R:3
O -0.87955 0.81624 5.20549 -0.190 0.651 0.497
Yb -1.03826 2.97007 5.67253 0.132 -1.187 -0.337
H 0.81582 0.50621 4.36001 0.979 -0.907 -0.388
C -1.46910 -0.41755 5.58554 0.031 0.268 -0.176
H -1.24068 -0.67714 6.63654 -0.045 0.064 -0.294
H -2.56962 -0.37451 5.48329 0.264 -0.048 0.075
H -1.13047 -1.26045 4.95531 0.041 0.355 0.143
O 1.63868 0.09951 3.93604 -1.101 0.777 0.393
H 2.23269 -0.12212 4.65740 -0.113 0.027 0.088
```
Positions in Å, forces in eV/Å.

As for the multiplicity: 2. The HOMO energy (spin up / spin down) is -0.2202 / -0.3090 Ha. The largest force on an atom comes out at 1.4 eV Å⁻¹. The value obtained for the HOMO-LUMO gap (spin up / spin down) is 6.0 / 7.8 eV. The calculation puts the LUMO energy (spin up / spin down) at 0.0 / -0.6 eV.

***

No. 4
ORCA calculation (wB97M-V/def2-TZVPD) on a molecular structure, C2H4NP at a distorted geometry.

The geometry in XYZ format:
```
8
Properties=species:S:1:pos:R:3:forces:R:3
C 1.36311 0.56613 -0.48806 1.252 -1.008 -2.093
C 0.37015 1.35747 -0.42868 -0.434 2.271 -0.750
N 0.38910 0.36661 0.55226 -1.394 -2.647 1.685
P -0.89285 -1.53739 0.12641 -1.307 1.857 0.214
H 2.13322 0.08227 -1.11620 -0.474 0.396 1.064
H -0.14592 2.28041 -0.67062 -0.104 -0.525 -0.017
H -2.34607 -1.22393 0.57505 1.643 0.146 -1.133
H -0.87075 -1.89156 1.44985 0.818 -0.490 1.030
```
Positions in Å, forces in eV/Å.

The HOMO energy (spin up / spin down) is -0.2725 / -0.2667 Ha. The largest force on an atom comes out at 3.4 eV Å⁻¹. The value obtained for the HOMO-LUMO gap (spin up / spin down) is 7.7 / 7.7 eV. The calculation puts the LUMO energy (spin up / spin down) at 0.3 / 0.4 eV.